No. 1
Density functional theory data (wB97M-V/def2-TZVPD) for a 2-piece molecular cluster, C3H12NS overall in a non-equilibrium geometry.

Structure (XYZ):
```
17
C3H12NS, DFT wB97M-V/def2-TZVPD
C 2.01432 -2.09256 -0.56383
N 1.03721 -1.11074 -1.23636
H 2.78807 -2.34721 -1.22233
H 1.57298 -3.01999 -0.34937
H 2.16054 -1.54845 0.37302
H 1.40592 -0.20880 -1.41089
H 0.86497 -1.33464 -2.17515
H 0.19930 -1.06634 -0.55717
C -0.47910 2.09906 0.72809
C -1.66324 1.24515 1.31855
S -1.88596 -0.26718 0.15358
H 0.53414 1.60077 0.96149
H -0.75178 2.51458 -0.28119
H -0.40091 3.05701 1.34188
H -2.69847 1.75532 1.18703
H -1.62075 0.71309 2.22830
H -3.07725 0.01092 -0.49565
```

The HOMO energy comes out at -12.9 eV. Its energy relative to the best compared isomer or geometry (same formula, charge and spin) is 1.490 eV. Its calculated total energy is -574.1382 a.u. The total charge is +1. The HOMO-LUMO gap is 9.427 eV. Its molar mass is 94.203 g mol⁻¹. Its LUMO energy is -3.48 eV.

***

No. 2
Density functional theory data (wB97M-V/def2-TZVPD) for an isolated ion of composition C3H12NSi and charge +1 in a non-equilibrium geometry.

Structure (XYZ):
```
17
C3H12NSi, DFT wB97M-V/def2-TZVPD
C -1.44926 1.82191 0.16326
C -0.05479 1.10196 -0.31338
Si 0.12361 -0.57515 0.31311
C -0.39143 -2.07095 -0.60879
N 1.98171 -0.36584 0.35915
H -2.36037 1.42315 -0.26870
H -1.51390 1.79629 1.24952
H -1.43966 2.94265 0.01852
H 0.05090 1.40833 -1.32820
H 0.62357 1.89639 0.19652
H -0.65013 -0.60716 1.62360
H 0.02204 -2.97926 -0.28192
H -1.53065 -2.20428 -0.47737
H -0.26028 -2.06649 -1.67069
H 2.67967 0.18828 0.94993
H 1.93722 -1.30154 0.75610
H 2.23173 -0.40830 -0.68066
```

The HOMO energy comes out at -15.3 eV. Its energy relative to the best compared isomer or geometry (same formula, charge and spin) is 1.009 eV. Its calculated total energy is -465.4648 a.u. The total charge is +1. The SMILES is CC[Si@@H](C)[NH3+]. The HOMO-LUMO gap is 11.335 eV. Its molar mass is 90.222 g mol⁻¹. Its LUMO energy is -3.99 eV.

***

No. 3
Density functional theory data (wB97M-V/def2-TZVPD) for an isolated ion of composition C3H12NSi and charge +1 in a non-equilibrium geometry.

Structure (XYZ):
```
17
C3H12NSi, DFT wB97M-V/def2-TZVPD
C 0.38442 1.49788 -0.29352
N -0.04190 0.10109 -0.05709
C -0.15837 -0.51825 -1.38152
C -1.37148 0.14367 0.97822
Si 1.34341 -0.93353 0.85538
H -0.40920 2.09677 -0.72803
H 0.56007 1.81320 0.73202
H 1.15574 1.70912 -0.90844
H -0.45184 -1.59274 -1.35486
H -0.84707 0.16042 -1.89464
H 0.81402 -0.50997 -1.68794
H -0.99156 -0.14541 1.92847
H -1.68516 1.14095 0.99210
H -2.06599 -0.53057 0.50931
H 2.35872 -0.87211 -0.11952
H 0.84853 -2.16005 1.19481
H 1.66780 -0.21484 2.01249
```

The HOMO energy comes out at -16.6 eV. Its energy relative to the best compared isomer or geometry (same formula, charge and spin) is 1.943 eV. Its calculated total energy is -465.4305 a.u. The total charge is +1. The SMILES is C[N+](C)(C)[SiH3]. The HOMO-LUMO gap is 13.338 eV. Its molar mass is 90.222 g mol⁻¹. Its LUMO energy is -3.23 eV.

***

No. 4
Density functional theory data (wB97M-V/def2-TZVPD) for a 3-piece molecular cluster, C3H12O2S2 overall in a non-equilibrium geometry.

Structure (XYZ):
```
19
C3H12O2S2, DFT wB97M-V/def2-TZVPD
C -0.13883 -0.31225 0.36449
C -0.63373 1.11960 0.40392
C 0.71759 -0.63529 -0.84850
S 1.47608 -2.29586 -0.92987
S 0.56996 -3.44314 1.02388
H 0.26350 -0.61024 1.33603
H -0.99900 -0.99988 0.28715
H 0.19280 1.82756 0.32732
H -1.23825 1.33243 1.28275
H -1.33085 1.28913 -0.42523
H 0.16709 -0.49814 -1.76551
H 1.55501 0.05328 -0.77875
H -0.43998 -4.04640 0.38273
H 4.49014 0.51164 0.80310
H 3.25410 1.32551 1.05831
O 3.57954 0.61107 0.50615
H -3.91085 1.18219 -0.34105
H -3.42059 2.10125 -1.45504
O -4.15373 1.48753 -1.23189
```

The HOMO energy (alpha / beta) comes out at -1.0 / -3.2 eV. Its energy relative to the best compared isomer or geometry (same formula, charge and spin) is 0.223 eV. Its calculated total energy is -1068.3376 a.u. The total charge is -1. As for the spin multiplicity: 2. The HOMO-LUMO gap (alpha / beta) is 3.983 / 6.236 eV. Its molar mass is 144.261 g mol⁻¹. Its LUMO energy (alpha / beta) is 3.01 / 3.01 eV.

***

No. 5
Density functional theory data (wB97M-V/def2-TZVPD) for a 3-piece molecular cluster, C3H12O2S2 overall in a non-equilibrium geometry.

Structure (XYZ):
```
19
C3H12O2S2, DFT wB97M-V/def2-TZVPD
C -1.31449 0.14685 0.69317
C -0.22072 -0.02207 -0.48705
C 0.65437 -1.11537 -0.17226
S 1.91504 -1.08439 -1.56529
S 3.15461 0.53992 -1.20745
H -0.80060 0.64236 1.57251
H -2.23882 0.77061 0.38826
H -1.58389 -0.90770 1.08366
H 0.27568 0.98556 -0.54502
H -0.56505 -0.25663 -1.50724
H 0.18705 -2.12340 -0.28080
H 1.16639 -1.06185 0.81039
H 2.27950 0.73907 -0.23976
O 2.18667 0.62006 2.00273
H 2.69998 0.92227 1.21235
H 2.95272 0.33442 2.57368
O -3.33013 0.01656 -1.70283
H -3.62002 -0.06133 -0.69568
H -3.79828 0.91507 -1.93339
```

The HOMO energy comes out at -8.0 eV. Its energy relative to the best compared isomer or geometry (same formula, charge and spin) is 2.268 eV. Its calculated total energy is -1068.2808 a.u. The total charge is 0. The SMILES is CCCSS.O.O. The HOMO-LUMO gap is 8.424 eV. Its molar mass is 144.261 g mol⁻¹. Its LUMO energy is 0.39 eV.

***

No. 6
Density functional theory data (wB97M-V/def2-TZVPD) for a 3-piece molecular cluster, C3H12O2S2 overall.

Structure (XYZ):
```
19
C3H12O2S2, DFT wB97M-V/def2-TZVPD
C -1.05085 1.91738 0.32906
C -0.09814 0.87328 0.86567
C 1.35286 1.22608 0.58907
S 2.58164 0.15697 1.35200
S 2.41046 -1.56809 0.15748
H -0.99032 2.86634 0.86662
H -2.08689 1.57363 0.37108
H -0.83017 2.15212 -0.71632
H -0.24851 0.71803 1.92849
H -0.33392 -0.09159 0.41434
H 1.54089 1.38760 -0.47373
H 1.56218 2.18963 1.05605
H 2.35258 -0.92468 -1.01886
O 0.69299 -3.47740 2.45411
H 0.85966 -2.61384 2.86214
H 0.19821 -3.26963 1.65105
O -2.83527 -1.37630 -4.23027
H -3.07610 -0.54687 -4.67039
H -2.00130 -1.19266 -3.78759
```

The HOMO energy comes out at -8.7 eV. Its energy relative to the best compared isomer or geometry (same formula, charge and spin) is 0.663 eV. Its calculated total energy is -1068.3398 a.u. The total charge is 0. The SMILES is CCCSS.O.O. The HOMO-LUMO gap is 8.892 eV. Its molar mass is 144.261 g mol⁻¹. Its LUMO energy is 0.17 eV.

***

No. 7
Density functional theory data (wB97M-V/def2-TZVPD) for a 3-piece molecular cluster, C3H12O2S2 overall in a non-equilibrium geometry.

Structure (XYZ):
```
19
C3H12O2S2, DFT wB97M-V/def2-TZVPD
C 3.95270 -1.01348 -1.21722
C 2.61286 -0.52100 -0.46933
S 1.91666 0.78249 -1.39889
S -0.11911 0.38792 -1.48029
C -0.80221 0.50398 0.21730
H 4.36534 -0.24483 -1.86832
H 3.87334 -1.91000 -1.83193
H 4.61095 -1.18120 -0.36993
H 1.91299 -1.33840 -0.32739
H 3.07541 -0.25757 0.48020
H -1.86814 0.71843 0.16503
H -0.61438 -0.45386 0.68811
H -0.35329 1.41680 0.60831
O -1.89578 3.12387 2.02392
H -2.47279 2.42139 1.76493
H -2.42044 3.88834 1.79386
O -5.36754 -2.26055 0.76591
H -4.55134 -2.36921 0.26640
H -5.85524 -1.69311 0.18935
```

The HOMO energy comes out at -8.4 eV. Its energy relative to the best compared isomer or geometry (same formula, charge and spin) is 1.245 eV. Its calculated total energy is -1068.3184 a.u. The total charge is 0. The SMILES is CCSSC.O.O. The HOMO-LUMO gap is 8.679 eV. Its molar mass is 144.261 g mol⁻¹. Its LUMO energy is 0.28 eV.

***

No. 8
Density functional theory data (wB97M-V/def2-TZVPD) for a 3-piece molecular cluster, C3H12O2S2 overall in a non-equilibrium geometry.

Structure (XYZ):
```
19
C3H12O2S2, DFT wB97M-V/def2-TZVPD
C -1.84041 -0.57172 2.32585
C -0.76811 0.48462 2.12224
C -0.12955 0.38157 0.74807
S 1.62169 0.84770 0.90414
S 2.59162 -0.18895 -0.63457
H -2.38633 -0.67846 1.38928
H -2.56171 -0.33678 3.10395
H -1.35663 -1.50512 2.61113
H -1.23874 1.47238 2.18060
H -0.00722 0.58702 2.90032
H -0.17596 -0.64144 0.36577
H -0.62118 0.99038 0.00499
H 1.87650 -1.31990 -0.54349
O 0.08991 1.31915 -2.82676
H -0.08334 0.52755 -2.30054
H 1.05559 1.35232 -2.84370
O -4.74449 -2.47474 -1.87499
H -4.35370 -3.19763 -2.37935
H -5.66730 -2.42470 -2.16150
```

The HOMO energy comes out at -8.5 eV. Its energy relative to the best compared isomer or geometry (same formula, charge and spin) is 0.889 eV. Its calculated total energy is -1068.3315 a.u. The total charge is 0. The SMILES is CCCSS.O.O. The HOMO-LUMO gap is 8.931 eV. Its molar mass is 144.261 g mol⁻¹. Its LUMO energy is 0.40 eV.

***

Repeat the second record exactly.
Density functional theory data (wB97M-V/def2-TZVPD) for an isolated ion of composition C3H12NSi and charge +1 in a non-equilibrium geometry.

Structure (XYZ):
```
17
C3H12NSi, DFT wB97M-V/def2-TZVPD
C -1.44926 1.82191 0.16326
C -0.05479 1.10196 -0.31338
Si 0.12361 -0.57515 0.31311
C -0.39143 -2.07095 -0.60879
N 1.98171 -0.36584 0.35915
H -2.36037 1.42315 -0.26870
H -1.51390 1.79629 1.24952
H -1.43966 2.94265 0.01852
H 0.05090 1.40833 -1.32820
H 0.62357 1.89639 0.19652
H -0.65013 -0.60716 1.62360
H 0.02204 -2.97926 -0.28192
H -1.53065 -2.20428 -0.47737
H -0.26028 -2.06649 -1.67069
H 2.67967 0.18828 0.94993
H 1.93722 -1.30154 0.75610
H 2.23173 -0.40830 -0.68066
```

The HOMO energy comes out at -15.3 eV. Its energy relative to the best compared isomer or geometry (same formula, charge and spin) is 1.009 eV. Its calculated total energy is -465.4648 a.u. The total charge is +1. The SMILES is CC[Si@@H](C)[NH3+]. The HOMO-LUMO gap is 11.335 eV. Its molar mass is 90.222 g mol⁻¹. Its LUMO energy is -3.99 eV.